[1]
The following is a DFT calculation (ωB97M-V/def2-TZVPD) of a structure of composition C6H12Br3CaILiNO14PS3 in a non-equilibrium geometry.

total charge	-1
Kohn-Sham gap	0.89	eV
energy	-315230.4147	eV

CARTESIAN COORDINATES (ANGSTROEM)
1 O 8.3819 1.7407 -0.6844
2 C 8.5327 2.6955 0.2724
3 I 9.2959 2.2520 2.3147
4 C 8.1748 4.3033 0.0056
5 S 6.4783 4.5622 0.8318
6 O 6.6252 4.6641 2.4000
7 O 5.7699 5.8651 0.3905
8 N 5.5761 3.0931 0.5343
9 S 3.9840 3.4113 -0.1083
10 O 3.9623 4.2310 -1.4262
11 O 3.3792 2.0009 -0.4790
12 Br 2.5627 4.2371 1.4680
13 H 9.0349 4.9142 0.5120
14 H 8.1139 4.4316 -1.1678
15 O 2.1237 0.8270 2.4501
16 H 1.6592 1.5823 2.8410
17 H 2.4053 1.1497 1.5810
18 C -2.2907 -0.4529 0.4543
19 C -1.4671 -0.9999 -0.7085
20 O -0.1145 -0.9592 -0.2595
21 S -0.0838 -1.2054 1.3526
22 O 0.2088 -2.6015 1.5903
23 O 0.6608 -0.1298 1.9650
24 O -1.6714 -0.9636 1.6336
25 H -2.2434 0.6403 0.4908
26 H -3.3359 -0.7696 0.4048
27 H -1.5889 -0.4091 -1.6195
28 H -1.7228 -2.0445 -0.9156
29 Ca 6.0641 1.4660 -1.1033
30 Br -5.1380 -0.8910 -3.5093
31 C -6.0163 -2.3171 -2.5101
32 C -6.6975 -1.7790 -1.2736
33 Br -5.4049 -1.4056 0.1385
34 H -5.2542 -3.0710 -2.2929
35 H -6.7506 -2.7384 -3.2026
36 H -7.3737 -2.5265 -0.8493
37 H -7.2523 -0.8536 -1.4515
38 O -6.6696 -4.8347 1.5005
39 P -6.9738 -5.3531 0.0853
40 O -7.5226 -6.7867 0.1718
41 O -5.6833 -5.3474 -0.7505
42 O -8.0192 -4.4435 -0.5807
43 Li -3.7192 -5.1844 -0.4960

***

[2]
The following is a DFT calculation (ωB97M-V/def2-TZVPD) of a structure of composition C6H12BrCdN2 in a non-equilibrium geometry.

total charge	-1
relative energy (zero: lowest compared OMol25 entry of this formula, charge and spin)	0.0	kJ/mol
Kohn-Sham gap (spin up / spin down)	2.91 / 2.94	eV
energy	-83999.6766	eV

CARTESIAN COORDINATES (ANGSTROEM)
1 C -2.1110 -1.8336 -2.3924
2 Cd -0.7470 -0.8552 -1.0438
3 N 0.7728 0.4925 -2.4540
4 H -3.8028 -0.5254 1.0772
5 H -4.0130 -0.4364 0.3576
6 H -3.0848 -2.0724 -1.9568
7 H -1.6583 -2.7605 -2.7518
8 H -2.2793 -1.1983 -3.2731
9 H 1.6823 0.2005 -2.1124
10 H 0.6887 1.4966 -2.2710
11 H 0.6803 0.3046 -3.4555
12 Br 2.5578 -1.4761 3.7438
13 C 1.7022 -0.2458 2.5618
14 C 1.9101 1.1329 2.6463
15 C 1.2803 2.0062 1.7551
16 C 0.4662 1.4617 0.7622
17 N 0.2945 0.1159 0.6537
18 C 0.9148 -0.7406 1.5270
19 H 2.5567 1.5282 3.4077
20 H 1.3994 3.0926 1.8079
21 H -0.0234 2.1311 0.0345
22 H 0.8134 -1.8184 1.3760